84
Properties=species:S:1:pos:R:3:forces:R:3:lowdin_charge:R:1 method="wB97M-V/def2-TZVPD" e_tot_ev=-128466.26678 relative_energy_kcal_mol=11.6 molar_mass_g_mol=852.8 orbital_gap_ev="5.90 / 5.98" charge=-2 spin_multiplicity=6 s_squared=8.757 lumo_ha="0.14889 / 0.14886"
Mn -0.562749 0.910324 0.270084 -0.4 -0.3 0.0 0.708
O -2.865333 3.786622 2.384410 0.0 0.0 0.0 -0.011
C -2.048696 3.020284 1.849497 -0.1 -0.1 0.0 -0.482
N -2.163977 2.206431 0.800107 -0.2 0.3 0.1 0.013
C -3.380138 2.058608 0.123085 0.0 -0.1 -0.1 -0.201
C -4.488910 2.898071 0.300059 0.0 -0.1 -0.1 -0.028
C -5.685435 2.677733 -0.370593 0.1 0.0 0.0 -0.132
C -5.803170 1.605622 -1.232314 0.1 0.0 0.0 -0.136
C -4.711495 0.770956 -1.450716 0.2 0.1 0.1 -0.036
C -3.478885 0.979487 -0.808734 0.0 -0.1 0.0 -0.185
N -2.305899 0.197569 -1.009994 -0.1 0.0 0.1 0.023
C -2.251855 -0.740867 -1.949678 -0.2 0.1 -0.1 -0.505
O -3.124482 -1.164960 -2.738401 -0.1 0.2 0.2 -0.039
C -0.907930 -1.434340 -2.134644 0.0 0.0 0.1 -0.205
C -0.693919 -2.083541 -3.353155 0.0 -0.2 -0.1 -0.028
C 0.491092 -2.758595 -3.563818 -0.1 0.0 0.1 -0.101
C 1.419955 -2.806056 -2.532165 0.0 0.0 0.0 -0.074
C 1.116841 -2.150322 -1.353460 0.0 0.1 0.1 -0.123
N -0.006653 -1.454421 -1.156253 0.0 0.0 0.0 0.133
C -0.684381 2.980230 2.508794 0.0 0.0 -0.2 -0.193
C -0.583912 3.264393 3.867432 0.0 0.1 0.1 -0.005
C 0.664868 3.286116 4.453358 -0.1 0.0 0.0 -0.073
C 1.781889 3.080963 3.652034 0.1 0.0 0.0 -0.075
C 1.584773 2.802294 2.312623 0.0 0.0 -0.1 -0.131
N 0.375389 2.712163 1.749802 0.1 0.0 0.3 0.096
H -4.402906 3.721440 0.984991 0.0 0.0 0.1 0.081
H -6.524543 3.346185 -0.202522 0.0 0.0 0.0 0.082
H -6.739139 1.413268 -1.748214 0.0 0.0 0.0 0.080
H -4.802768 -0.050942 -2.132226 0.1 -0.2 -0.1 0.075
H -1.483072 -2.043155 -4.090830 0.0 0.0 0.0 0.111
H 0.692321 -3.245951 -4.512101 0.0 0.0 0.0 0.098
H 2.363826 -3.326830 -2.635900 0.0 0.0 0.0 0.096
H 1.813875 -2.188289 -0.521810 0.0 0.1 0.0 0.100
H -1.495375 3.449467 4.419783 0.0 0.0 0.0 0.115
H 0.773415 3.469908 5.516862 0.0 0.0 0.0 0.097
H 2.787574 3.126071 4.054656 -0.1 0.0 0.0 0.093
H 2.434119 2.644772 1.656796 0.0 -0.1 0.0 0.104
O -2.818140 0.032753 2.812913 0.0 0.2 -0.1 -0.279
S -1.705081 -0.820379 3.101167 0.2 -0.2 -0.1 0.576
O -1.345162 -0.997467 4.493240 0.0 0.0 0.1 -0.337
N -0.457319 -0.401913 2.176063 0.3 -0.1 0.2 -0.140
C 0.759421 -1.025838 2.387962 -0.1 -0.1 0.0 -0.242
C 1.049696 -2.037253 3.306571 0.0 0.2 -0.1 -0.028
C 2.340083 -2.576341 3.440911 -0.1 0.0 0.0 -0.094
C 3.388798 -2.149080 2.680119 0.1 -0.1 0.1 -0.082
C 3.153884 -1.158230 1.706091 -0.2 0.1 0.0 -0.179
C 4.175403 -0.697170 0.850073 0.0 -0.1 0.1 -0.026
C 3.886373 0.218509 -0.107400 0.2 0.2 -0.2 -0.030
C 2.562803 0.675607 -0.217246 0.1 0.2 -0.2 -0.130
N 1.591732 0.293407 0.562620 0.0 -0.2 0.2 0.045
C 1.854053 -0.609165 1.541149 0.0 -0.3 0.2 -0.171
C -2.151503 -2.438016 2.491377 -0.1 0.0 -0.1 -0.261
C -2.171300 -3.540985 3.331203 0.0 0.0 -0.1 -0.076
C -2.545389 -4.778806 2.817396 0.0 0.0 -0.1 -0.102
C -2.891969 -4.898459 1.476866 0.0 0.0 0.0 -0.106
C -2.870336 -3.784115 0.641445 0.0 0.0 0.0 -0.068
C -2.499400 -2.546981 1.146506 0.0 0.0 0.1 -0.040
H 0.274498 -2.391191 3.962023 0.0 0.0 0.0 0.073
H 2.501194 -3.352942 4.181106 0.0 0.0 0.0 0.096
H 4.383842 -2.566605 2.795488 0.0 0.0 0.0 0.096
H 5.179514 -1.090236 0.967177 0.0 0.0 0.0 0.110
H 4.639346 0.610172 -0.779669 -0.1 0.0 0.0 0.099
H 2.305715 1.402959 -0.964796 0.1 0.0 0.0 0.061
H -1.897300 -3.415556 4.373557 0.0 0.0 -0.1 0.104
H -2.563105 -5.651154 3.463556 0.0 0.1 0.0 0.091
H -3.187482 -5.865114 1.081103 0.0 0.0 0.0 0.090
H -3.143553 -3.871804 -0.405419 0.0 0.0 0.1 0.106
H -2.476413 -1.664918 0.512742 0.0 -0.1 0.0 0.091
O 3.980883 4.610729 -3.666614 0.0 0.1 0.0 -0.326
S 3.714333 3.470786 -2.827656 -0.1 -0.1 -0.2 0.606
O 4.755182 3.088478 -1.901717 0.0 0.0 0.1 -0.330
N 2.272776 3.604025 -2.073612 0.0 -0.1 -0.2 -0.101
C 1.428817 2.662985 -2.453870 -0.1 -0.1 0.2 -0.836
S -0.135504 2.420482 -1.853607 0.4 0.3 -0.6 0.709
C 2.013912 1.702579 -3.464062 -0.1 0.1 -0.1 -0.237
C 1.432036 0.572373 -4.010545 -0.1 0.0 0.0 -0.019
C 2.160570 -0.165385 -4.936688 -0.1 0.0 0.0 -0.072
C 3.443543 0.223583 -5.314028 0.0 0.0 0.0 -0.088
C 4.032870 1.348634 -4.751998 0.2 0.1 0.1 -0.052
C 3.298194 2.057500 -3.821046 0.0 0.1 0.1 -0.227
H 0.427267 0.298685 -3.707892 0.1 0.0 -0.1 0.089
H 1.721766 -1.054842 -5.374391 0.0 0.1 0.0 0.090
H 3.990061 -0.359716 -6.046341 0.0 0.0 0.0 0.094
H 5.036074 1.654710 -5.028670 -0.1 0.0 0.0 0.112


74
Properties=species:S:1:pos:R:3:forces:R:3:lowdin_charge:R:1 method="wB97M-V/def2-TZVPD" e_tot_ev=-67473.70996 molar_mass_g_mol=905.5 orbital_gap_ev=4.92 charge=+2 spin_multiplicity=1 lumo_ha=-0.27713
Au -0.281804 -0.077550 -0.862423 -1.5 -1.1 -1.9 1.095
C 1.004179 3.365463 -3.400836 0.0 -0.1 0.1 -0.006
C 0.806057 2.505112 -2.314363 0.3 0.2 0.2 -0.097
N 0.067911 1.416010 -2.394562 0.2 -0.4 1.2 0.008
C -0.523484 1.085931 -3.578714 -0.7 -0.6 -0.4 -0.145
C -0.338584 1.875200 -4.725696 0.0 0.1 -0.3 -0.137
C 0.436155 3.049536 -4.604572 -0.1 -0.2 0.1 0.045
C -0.884149 1.442050 -5.959552 0.0 0.0 0.0 -0.014
C -1.553947 0.251791 -6.028936 0.2 0.2 0.1 -0.036
C -1.762307 -0.530053 -4.880883 0.2 0.0 0.4 0.010
C -1.310687 -0.108971 -3.637984 0.4 0.6 -0.9 -0.218
N -1.477777 -0.738286 -2.446893 0.6 0.4 1.5 -0.051
C -2.292515 -1.806529 -2.160130 -0.2 -0.5 0.4 -0.217
C -3.430954 -2.182000 -2.845495 0.1 0.1 0.1 0.006
C -4.166555 -3.315520 -2.450927 0.1 0.0 0.2 -0.035
C -3.774839 -4.075670 -1.387027 0.0 0.0 0.0 -0.014
C -2.644496 -3.694963 -0.622718 -0.2 -0.1 0.0 -0.135
C -2.203795 -4.408331 0.513934 0.0 0.1 -0.1 0.046
C -1.123870 -3.959341 1.220586 0.1 0.1 -0.1 -0.005
C -0.499139 -2.768645 0.819340 0.2 -0.2 0.1 -0.107
N -0.890955 -2.087312 -0.234056 0.6 1.2 0.2 0.009
C -1.932888 -2.541937 -0.990077 -0.5 0.2 -0.8 -0.160
H 1.616068 4.245462 -3.276133 0.0 0.0 0.1 0.123
H 1.280968 2.701120 -1.363914 0.0 0.1 0.0 0.094
H 0.581384 3.675442 -5.473929 0.0 0.1 0.0 0.138
H -0.729576 2.044302 -6.843111 0.0 0.0 0.0 0.125
H -1.919919 -0.106180 -6.980270 0.0 0.0 0.0 0.123
H -2.246854 -1.487566 -4.979271 -0.1 0.0 0.0 0.109
H -3.793404 -1.583448 -3.665172 0.0 0.0 -0.1 0.113
H -5.056393 -3.579232 -3.003339 0.0 0.0 0.0 0.122
H -4.329815 -4.956355 -1.101646 0.0 -0.1 0.0 0.124
H -2.724545 -5.307938 0.810116 0.0 -0.1 0.0 0.137
H -0.751206 -4.482444 2.088525 0.0 0.0 0.0 0.123
H 0.328597 -2.365659 1.382777 0.0 -0.2 -0.2 0.097
I -2.509036 0.591980 1.675789 0.2 0.0 -0.2 1.104
C -1.550273 -0.746776 2.969324 0.0 -0.1 0.2 -0.608
C -2.471977 -1.419682 3.737968 0.1 0.0 0.0 -0.163
C -2.089798 -2.310863 4.749429 0.0 0.1 -0.1 -0.040
C -0.764473 -2.501161 4.977952 0.0 0.0 0.0 -0.010
C 0.211313 -1.837801 4.198663 0.1 -0.1 0.1 -0.153
C 1.568058 -2.102976 4.524183 0.0 0.0 -0.1 0.010
C 2.584219 -1.525511 3.837516 -0.1 0.0 0.0 -0.027
C 2.263527 -0.674660 2.767932 0.3 -0.1 -0.1 -0.072
C 0.970608 -0.375777 2.398940 -0.2 0.0 0.1 -0.310
P 0.905036 0.738416 0.972093 0.0 0.2 0.0 0.931
C 2.564098 0.893795 0.277699 0.0 0.1 0.0 -0.409
C 3.300154 2.069915 0.406027 0.0 0.0 0.0 -0.074
C 4.550210 2.170248 -0.190563 0.0 0.0 0.0 -0.043
C 5.066635 1.102757 -0.908738 -0.1 0.0 0.0 -0.038
C 4.329806 -0.069893 -1.043622 0.1 0.0 0.0 -0.048
C 3.083087 -0.171924 -0.460372 0.0 -0.1 0.0 -0.114
C 0.463454 2.378440 1.568972 -0.1 0.0 0.0 -0.432
C -0.354199 3.252217 0.859617 0.1 0.0 -0.1 -0.165
C -0.607012 4.520348 1.349074 0.0 0.0 0.0 -0.049
C -0.055561 4.920913 2.558480 0.1 0.0 0.1 -0.037
C 0.746436 4.049667 3.280806 0.0 0.0 -0.1 -0.040
C 1.003540 2.779350 2.789127 0.1 -0.1 0.1 -0.080
C -0.142558 -0.941179 3.145805 0.0 0.3 0.1 -0.212
H -3.524644 -1.244101 3.577849 -0.1 0.0 0.0 0.085
H -2.842637 -2.809094 5.339284 -0.1 -0.1 0.0 0.123
H -0.425982 -3.162041 5.763344 0.0 0.0 0.0 0.127
H 1.767456 -2.778360 5.343681 0.0 -0.1 0.1 0.130
H 3.615672 -1.713870 4.085068 0.1 0.0 0.0 0.123
H 3.090500 -0.252297 2.211737 -0.1 0.0 0.1 0.105
H 2.909206 2.908576 0.965014 0.0 0.0 0.0 0.108
H 5.119219 3.083618 -0.086380 0.0 0.0 0.0 0.120
H 6.041602 1.182737 -1.365550 0.1 0.0 0.0 0.120
H 4.731723 -0.900860 -1.604356 0.0 0.0 0.0 0.119
H 2.519926 -1.092404 -0.573527 0.0 0.0 0.0 0.100
H -0.824475 2.939623 -0.061471 0.0 0.0 -0.1 0.076
H -1.248735 5.191260 0.797995 0.0 0.0 0.0 0.118
H -0.259656 5.907289 2.947170 0.0 0.1 0.0 0.120
H 1.168015 4.353738 4.226799 0.0 0.0 0.1 0.120
H 1.620653 2.102858 3.368592 0.0 0.0 0.0 0.116